Record 1
The following is a quantum chemistry calculation of a molecular structure, C27H34N4O5Re in a non-equilibrium geometry, from the OMol25 dataset.

```
! RIJCOSX wB97M-V def2-TZVPD def2/J DEFGRID3
* xyz 2 4
Re -0.50 -0.30 -0.27
O -3.21 1.17 2.41
C -2.35 0.98 1.65
N -1.85 -0.25 1.22
C -2.47 -1.46 1.67
O -3.29 -1.60 2.54
C -2.00 -2.58 0.79
C -2.42 -3.87 1.02
C -1.90 -4.97 0.26
C -1.15 -4.66 -0.83
C -0.88 -3.30 -1.11
N -1.27 -2.32 -0.32
C -1.65 2.13 1.03
C -1.94 3.44 1.36
C -1.21 4.44 0.72
C -0.32 4.16 -0.27
C -0.08 2.80 -0.56
N -0.75 1.83 0.02
H -3.10 -3.94 1.85
H -2.12 -5.97 0.55
H -0.74 -5.45 -1.44
H -0.24 -3.01 -1.96
H -2.71 3.71 2.08
H -1.51 5.42 1.01
H 0.25 4.95 -0.84
H 0.68 2.60 -1.32
C -3.60 0.58 -1.72
O -2.21 0.15 -1.83
C -1.53 0.59 -3.00
C -0.30 -0.19 -3.27
O 0.61 0.06 -2.23
C 2.08 0.07 -2.57
C 2.54 1.21 -3.50
O 1.94 2.43 -3.21
C 2.18 3.34 -4.27
H -4.19 0.41 -2.67
H -3.61 1.68 -1.57
H -4.08 -0.08 -1.06
H -1.20 1.67 -2.93
H -2.23 0.64 -3.87
H 0.00 0.20 -4.30
H -0.51 -1.28 -3.46
H 2.28 -0.93 -3.01
H 2.60 0.01 -1.65
H 2.34 0.91 -4.52
H 3.66 1.24 -3.44
H 2.99 3.90 -3.89
H 1.33 3.98 -4.47
H 2.42 2.71 -5.13
C 0.19 -1.41 4.17
N 1.02 -0.26 4.13
C 0.71 0.63 5.22
C 1.02 0.36 2.88
C 1.81 -0.51 1.89
C 3.10 -0.90 2.18
C 3.86 -1.68 1.33
C 3.30 -2.24 0.16
C 2.01 -1.85 -0.14
C 1.23 -0.91 0.66
H 0.05 -1.65 5.23
H 0.61 -2.24 3.49
H -0.76 -1.15 3.73
H 0.89 0.03 6.08
H -0.34 0.93 5.13
H 1.35 1.52 5.25
H 1.45 1.40 2.95
H 0.00 0.45 2.49
H 3.50 -0.68 3.16
H 4.81 -2.00 1.77
H 3.93 -2.82 -0.52
H 1.46 -2.26 -1.02
*
```

LUMO level (alpha / beta): -6.29 / -7.45 eV
Relative energy (zero: lowest compared OMol25 entry of this formula, charge and spin): 0.000 eV
F_max: 3.446 eV Å⁻¹
<S²>: 3.79
Orbital gap (alpha / beta): 0.247 / 0.204 Ha


Record 2
The following is a quantum chemistry calculation of 2 unconnected molecules or ions with the total composition C6H11BrSi in a non-equilibrium geometry, from the OMol25 dataset.

```
! RIJCOSX wB97M-V def2-TZVPD def2/J DEFGRID3
* xyz 0 1
C 0.98 -1.87 1.37
C 1.21 -2.25 0.21
C 0.78 2.52 -0.49
C -1.33 -0.03 -1.49
C -1.70 1.45 1.27
C 1.39 -2.84 -0.94
Si -0.78 1.23 -0.40
Br 2.47 -4.50 -1.09
H 1.68 -1.19 1.93
H 0.35 3.41 -0.22
H 1.55 2.13 0.02
H 1.11 2.52 -1.49
H -0.06 -2.11 1.93
H -2.34 0.01 -1.76
H -0.59 -0.45 -2.22
H -2.70 1.65 1.22
H -1.68 0.63 2.00
H -1.33 2.11 1.96
H 0.99 -2.41 -1.81
*
```

LUMO level: 0.39 eV
SMILES: C=[Si](C)C.C=C=CBr
Relative energy (zero: lowest compared OMol25 entry of this formula, charge and spin): 5.521 eV
F_max: 6.247 eV Å⁻¹
Orbital gap: 0.304 Ha


Record 3
The following is a quantum chemistry calculation of 2 unconnected molecules or ions with the total composition C3H9NO in a non-equilibrium geometry, from the OMol25 dataset.

```
! RIJCOSX wB97M-V def2-TZVPD def2/J DEFGRID3
* xyz 0 1
C 1.75 0.66 -0.70
N 2.69 -0.48 -0.79
H 1.18 0.67 0.24
H 0.98 0.56 -1.45
H 2.39 1.54 -0.74
H 3.21 -0.59 0.07
H 2.14 -1.31 -0.89
O -0.93 -1.24 -0.31
C -1.99 -0.80 0.05
C -2.08 0.33 1.01
H -2.94 -1.23 -0.30
H -1.07 0.60 1.30
H -2.72 0.07 1.87
H -2.60 1.22 0.64
*
```

LUMO level: 0.95 eV
SMILES: CC=O.CN
Relative energy (zero: lowest compared OMol25 entry of this formula, charge and spin): 1.391 eV
F_max: 1.247 eV Å⁻¹
Orbital gap: 0.365 Ha


Record 4
The following is a quantum chemistry calculation of a single C5H7ClN2O molecule in a non-equilibrium geometry, from the OMol25 dataset.

```
! RIJCOSX wB97M-V def2-TZVPD def2/J DEFGRID3
* xyz 0 1
C -0.71 2.06 0.68
C 0.48 1.31 0.56
C -1.82 1.48 0.02
C -0.98 -0.62 -0.37
C 1.72 -1.80 -0.31
N -1.85 0.36 -0.56
N 0.52 0.04 0.15
O 1.75 -0.38 -0.22
Cl -1.58 -1.69 0.98
H -0.69 3.05 1.03
H 1.36 1.84 0.73
H -2.82 2.00 -0.13
H -0.56 -1.14 -1.26
H 2.78 -2.07 -0.43
H 1.21 -2.10 -1.34
H 1.19 -2.33 0.48
*
```

LUMO level: 0.67 eV
SMILES: CON1C=CC=N[C@@H]1Cl
Relative energy (zero: lowest compared OMol25 entry of this formula, charge and spin): 3.792 eV
F_max: 3.659 eV Å⁻¹
Orbital gap: 0.316 Ha


Record 5
The following is a quantum chemistry calculation of 3 unconnected molecules or ions with the total composition C4H8O2 in a non-equilibrium geometry, from the OMol25 dataset.

```
! RIJCOSX wB97M-V def2-TZVPD def2/J DEFGRID3
* xyz 0 1
C -1.79 -0.52 -0.28
C -0.42 -0.80 0.27
C 0.25 0.05 1.04
O 1.45 -0.30 1.60
C 1.39 1.78 -0.68
O 2.46 1.82 -0.30
H -1.98 -1.06 -1.21
H -1.93 0.55 -0.48
H -2.55 -0.83 0.44
H 0.47 -0.47 -1.60
H 0.02 -1.78 0.10
H -0.16 1.02 1.31
H 1.96 0.49 1.80
H 0.82 0.05 -2.01
*
```

LUMO level: 0.89 eV
Relative energy (zero: lowest compared OMol25 entry of this formula, charge and spin): 3.002 eV
F_max: 1.500 eV Å⁻¹
Orbital gap: 0.353 Ha


Record 6
The following is a quantum chemistry calculation of 4 unconnected molecules or ions with the total composition C24H23BClN5O2 in a non-equilibrium geometry, from the OMol25 dataset.

```
! RIJCOSX wB97M-V def2-TZVPD def2/J DEFGRID3
* xyz 0 1
O 1.61 4.51 -3.87
B 0.27 4.72 -3.42
O -0.60 5.34 -4.36
C -0.28 4.25 -1.97
C 0.28 2.79 -1.70
C -0.59 1.56 -1.69
C 0.05 0.26 -1.48
C 1.52 0.08 -1.26
N 2.02 -1.21 -1.10
C 3.37 -1.22 -0.93
C 4.19 0.03 -0.87
Cl 5.97 -0.18 -0.61
N 3.76 1.30 -1.01
C 2.38 1.28 -1.23
C 1.71 2.62 -1.45
H 1.61 3.59 -4.22
H -0.10 5.40 -5.20
H -1.40 4.14 -2.08
H -0.01 4.96 -1.14
H -1.69 1.66 -1.86
H -0.63 -0.63 -1.50
H 3.86 -2.22 -0.82
H 2.35 3.54 -1.45
N -2.14 -1.55 0.91
C -3.35 -2.12 1.06
C -4.31 -1.67 1.94
C -4.01 -0.57 2.73
C -2.77 0.04 2.60
C -1.88 -0.49 1.69
H -3.54 -2.98 0.42
H -5.27 -2.16 2.01
H -4.74 -0.18 3.44
H -2.51 0.90 3.20
H -0.90 -0.05 1.55
N 0.33 0.42 3.69
C 0.13 0.48 5.01
C 1.05 1.01 5.90
C 2.24 1.51 5.40
C 2.47 1.46 4.03
C 1.48 0.91 3.22
H -0.81 0.07 5.36
H 0.84 1.03 6.96
H 2.98 1.94 6.06
H 3.38 1.84 3.60
H 1.61 0.85 2.15
N -2.06 -3.24 -2.87
C -1.62 -3.41 -1.61
C -0.62 -4.30 -1.26
C -0.05 -5.07 -2.26
C -0.49 -4.92 -3.57
C -1.49 -4.00 -3.81
H -2.10 -2.79 -0.86
H -0.30 -4.40 -0.23
H 0.74 -5.78 -2.03
H -0.06 -5.50 -4.37
H -1.87 -3.84 -4.82
*
```

LUMO level: -0.66 eV
SMILES: OB(O)Cc1ccc2ncc(Cl)nc2c1.c1ccncc1.c1ccncc1.c1ccncc1
Relative energy (zero: lowest compared OMol25 entry of this formula, charge and spin): 0.000 eV
F_max: 4.081 eV Å⁻¹
Orbital gap: 0.299 Ha


Record 7
The following is a quantum chemistry calculation of a molecular structure, C3H2Br2S2 in a non-equilibrium geometry, from the OMol25 dataset.

```
! RIJCOSX wB97M-V def2-TZVPD def2/J DEFGRID3
* xyz 0 1
C -0.12 -1.35 -0.59
C -1.19 -0.80 -0.35
C 1.37 0.73 0.42
S -1.52 0.68 0.77
S 0.27 0.90 1.72
Br -3.25 -1.08 -0.74
Br 1.24 1.80 -1.16
H 0.83 -1.71 -0.80
H 2.36 0.82 0.73
*
```

LUMO level (alpha / beta): -2.32 / -2.31 eV
Relative energy (zero: lowest compared OMol25 entry of this formula, charge and spin): 4.271 eV
F_max: 3.412 eV Å⁻¹
Orbital gap (alpha / beta): 0.217 / 0.217 Ha


Record 8
The following is a quantum chemistry calculation of a molecular structure, C2H8NO2P in a non-equilibrium geometry, from the OMol25 dataset.

```
! RIJCOSX wB97M-V def2-TZVPD def2/J DEFGRID3
* xyz 0 3
C 0.96 -1.53 -1.63
C 1.44 -0.15 -1.43
N -3.00 1.53 -0.01
O -1.80 -0.54 0.85
O 0.61 0.68 -1.15
P -1.98 0.22 -0.40
H 1.18 -2.23 -0.76
H -0.11 -1.38 -1.36
H 1.06 -2.13 -2.51
H 2.53 0.17 -1.70
H -0.56 2.56 0.60
H -3.41 2.21 -0.55
H -2.91 1.90 0.97
H -0.27 2.87 1.29
*
```

LUMO level (alpha / beta): 0.42 / -2.59 eV
Relative energy (zero: lowest compared OMol25 entry of this formula, charge and spin): 2.087 eV
F_max: 8.106 eV Å⁻¹
<S²>: 2.01
Orbital gap (alpha / beta): 0.244 / 0.271 Ha


Record 9
The following is a quantum chemistry calculation of a molecular structure, C7H6CuNO7 in a non-equilibrium geometry, from the OMol25 dataset.

```
! RIJCOSX wB97M-V def2-TZVPD def2/J DEFGRID3
* xyz 1 2
O -0.10 -0.04 -4.07
C 0.35 -0.06 -2.99
Cu 1.01 -0.34 -1.34
O 3.19 0.03 -3.32
C 2.29 -0.20 -2.62
C -2.66 0.84 -1.14
O -2.27 -0.19 -0.56
C -0.68 -1.86 -1.10
O -1.38 -2.77 -1.23
C -1.68 1.72 -1.80
O -1.08 2.64 -2.22
H -3.71 1.21 -1.16
N 1.20 0.69 2.91
C 0.36 -0.51 2.74
C 0.25 -0.75 1.24
O -0.42 -1.75 0.86
O 0.91 0.11 0.55
H 2.11 0.59 2.44
H 1.36 0.86 3.90
H 0.77 1.52 2.49
H 0.82 -1.37 3.23
H -0.65 -0.37 3.17
*
```

LUMO level (alpha / beta): -4.14 / -4.13 eV
F_max: 9.589 eV Å⁻¹
<S²>: 0.76
Orbital gap (alpha / beta): 0.265 / 0.303 Ha


Record 10
The following is a quantum chemistry calculation of a gas-phase ion, C4H2NO8S2 (charge -1) in a non-equilibrium geometry, from the OMol25 dataset.

```
! RIJCOSX wB97M-V def2-TZVPD def2/J DEFGRID3
* xyz -1 1
C -0.25 -2.09 -1.21
C -0.62 -0.79 -1.53
C -1.60 0.65 0.13
C -0.66 1.29 0.91
N -1.04 0.42 -1.29
O 2.00 1.63 1.26
O 0.28 -1.23 -2.35
O -2.78 0.38 0.38
O 0.25 -1.72 1.32
O 2.07 -2.68 -0.02
O 1.38 -0.30 -0.16
O 1.17 2.00 -0.95
O -0.81 1.37 2.28
S 0.94 -1.78 0.08
S 1.00 1.29 0.33
H -0.49 1.12 -1.64
H -0.83 0.44 2.46
*
```

LUMO level: 3.34 eV
SMILES: O=C1NC2=C(O2)S(=O)(=O)O[S@@](=O)([O-])=C1O
Relative energy (zero: lowest compared OMol25 entry of this formula, charge and spin): 4.671 eV
F_max: 4.885 eV Å⁻¹
Orbital gap: 0.329 Ha


Record 11
The following is a quantum chemistry calculation of 2 unconnected molecules or ions with the total composition C4H9NO in a non-equilibrium geometry, from the OMol25 dataset.

```
! RIJCOSX wB97M-V def2-TZVPD def2/J DEFGRID3
* xyz 0 1
C 2.30 1.05 -0.58
C 1.44 1.84 0.05
N 0.44 1.44 0.95
H 2.49 -0.01 -0.48
H 2.88 1.40 -1.43
H 1.60 2.91 0.08
H -0.33 0.86 0.64
H 0.22 2.05 1.70
C -0.31 -2.06 -0.50
C -1.57 -1.77 -0.22
O -2.00 -0.52 0.16
H -0.06 -2.92 -1.08
H 0.43 -1.29 -0.27
H -2.36 -2.51 -0.09
H -2.88 -0.56 0.51
*
```

LUMO level: 0.70 eV
SMILES: C=CN.C=CO
Relative energy (zero: lowest compared OMol25 entry of this formula, charge and spin): 3.001 eV
F_max: 1.313 eV Å⁻¹
Orbital gap: 0.324 Ha


Record 12
The following is a quantum chemistry calculation of a gas-phase ion, C10H13N2O3 (charge +1) in a non-equilibrium geometry, from the OMol25 dataset.

```
! RIJCOSX wB97M-V def2-TZVPD def2/J DEFGRID3
* xyz 1 1
C -1.67 0.90 -0.79
C -1.27 1.85 -1.64
C 0.62 3.23 -1.78
C 1.53 2.25 -1.86
C -0.74 -0.52 0.98
C 2.03 -2.47 -0.56
C -1.10 0.86 0.62
C 1.75 -0.04 -1.15
C 1.34 -1.14 -0.44
C -1.28 -2.12 2.84
N 0.30 -1.24 0.57
N -1.53 -0.96 1.98
O 1.60 -3.36 0.12
O -0.59 3.00 -1.26
O 1.24 1.16 -0.96
H -2.30 0.21 -1.12
H -1.62 1.88 -2.73
H 0.90 4.15 -2.15
H 2.52 2.03 -2.31
H 2.86 -2.36 -1.19
H -0.24 1.63 0.63
H -1.60 1.21 1.45
H 2.48 -0.23 -1.82
H -1.86 -2.18 3.71
H -1.41 -3.09 2.41
H -0.22 -2.28 3.05
H 0.31 -2.20 1.07
H -2.01 -0.16 2.33
*
```

LUMO level: -3.52 eV
SMILES: C/[NH+]=C1/C/C=C\O/C=C\O/C=C(/C=O)N1
Relative energy (zero: lowest compared OMol25 entry of this formula, charge and spin): 2.924 eV
F_max: 5.334 eV Å⁻¹
Orbital gap: 0.321 Ha